No. 1
The following is a quantum chemistry calculation of an isolated molecule of C4H7NO, from OMol25.

```
13
C4H7NO, DFT ωB97M-V/def2-TZVPD
N -1.297 -0.250 0.871
C -0.583 -0.992 -0.167
C 0.465 -0.089 -0.796
C 1.388 0.704 0.182
C 0.298 1.359 -0.564
O -0.262 2.377 -0.853
H -0.926 -0.422 1.796
H -2.284 -0.467 0.887
H -0.107 -1.909 0.216
H -1.300 -1.298 -0.937
H 0.908 -0.425 -1.733
H 1.298 0.487 1.246
H 2.401 0.924 -0.147
```

Values from the calculation:
**SMILES**: NC[C@@H]1CC1=O
**Net charge**: 0
**HOMO**: -0.32559 Eh
**Frontier orbital gap**: 9.75 eV
**Energy above the lowest of the compared OMol25 structures with the same formula, charge and spin**: 57.5 kcal per mole
**Strongest force on any atom**: 0.012 hartree/bohr

No. 2
The following is a quantum chemistry calculation of C20H7F11N4O6S3Sr as an isolated structure, from OMol25.

```
52
C20H7F11N4O6S3Sr, DFT ωB97M-V/def2-TZVPD
Sr -0.313 -0.743 0.015
O 2.959 5.770 3.825
N 2.287 5.547 2.842
O 1.983 6.370 2.001
C 1.753 4.182 2.687
C 1.423 3.542 3.824
C 0.833 2.244 3.767
C 0.460 1.558 4.937
C -0.098 0.314 4.829
C -0.289 -0.221 3.549
N 0.037 0.408 2.435
C 0.610 1.629 2.529
C 1.018 2.309 1.316
N 0.845 1.658 0.144
C 1.210 2.257 -0.974
C 1.793 3.527 -1.001
C 1.984 4.198 0.175
C 1.583 3.597 1.384
H 1.594 4.018 4.779
H 0.625 2.020 5.902
H -0.391 -0.257 5.698
H -0.710 -1.213 3.429
H 1.039 1.712 -1.894
H 2.083 3.966 -1.945
H 2.426 5.181 0.178
F -2.697 2.480 -3.265
C -3.663 1.676 -2.836
F -4.403 1.289 -3.865
F -4.423 2.335 -1.967
S -2.951 0.202 -1.992
O -2.054 0.782 -0.989
O -4.064 -0.557 -1.535
N -2.153 -0.589 -3.097
S -0.665 -0.262 -3.498
O -0.447 0.883 -4.320
O 0.268 -0.418 -2.375
C -0.347 -1.736 -4.552
F -1.196 -1.776 -5.565
F -0.452 -2.850 -3.835
F 0.896 -1.634 -5.018
F -0.312 -7.360 -2.245
C -0.101 -6.353 -1.396
C -0.838 -5.188 -1.487
F -1.781 -5.059 -2.419
C -0.585 -4.165 -0.593
F -1.341 -3.030 -0.751
C 0.358 -4.225 0.425
S 0.657 -2.959 1.599
C 1.081 -5.422 0.474
F 2.022 -5.592 1.404
C 0.864 -6.462 -0.409
F 1.582 -7.582 -0.320
```

Values from the calculation:
**Net charge**: 0
**HOMO**: -0.29147 Eh
**Frontier orbital gap**: 6.27 eV
**Energy above the lowest of the compared OMol25 structures with the same formula, charge and spin**: 3.5 kcal per mole
**Strongest force on any atom**: 0.007 hartree/bohr

No. 3
The following is a quantum chemistry calculation of C2H5O3S as an isolated structure in a non-equilibrium geometry, from OMol25.

```
11
C2H5O3S, DFT ωB97M-V/def2-TZVPD
C 0.791 -1.153 -0.392
C -0.151 -0.052 0.213
O -1.625 0.618 -1.770
O -1.420 2.322 0.012
O 0.696 0.429 1.718
S -0.706 1.423 -0.890
H 0.127 -1.992 -0.736
H 1.547 -0.965 -1.090
H 1.275 -1.533 0.465
H -1.010 -0.462 0.628
H 0.475 1.365 1.842
```

Values from the calculation:
**Net charge**: -1
**HOMO**: -0.12493 Eh
**Frontier orbital gap**: 7.53 eV
**Energy above the lowest of the compared OMol25 structures with the same formula, charge and spin**: 33.3 kcal per mole
**Strongest force on any atom**: 0.079 hartree/bohr

No. 4
The following is a quantum chemistry calculation of C22H41BrN6OP2RuSi as an isolated structure in a non-equilibrium geometry, from OMol25.

```
75
C22H41BrN6OP2RuSi, DFT ωB97M-V/def2-TZVPD
Ru -0.130 0.180 -0.086
O 4.693 2.550 -0.822
C 4.062 1.422 -0.420
C 4.728 0.344 0.153
C 3.961 -0.744 0.486
N 2.639 -0.797 0.296
C 1.966 0.248 -0.220
Br 0.525 2.403 1.098
C 2.692 1.378 -0.589
H 5.638 2.479 -0.660
H 5.799 0.351 0.319
H 4.416 -1.631 0.920
H 2.211 2.242 -1.009
C -3.755 -1.091 0.264
P -2.078 -1.366 -0.392
C -2.529 -1.924 -2.063
C -1.709 -2.934 0.405
C -0.467 -3.459 -0.268
P 0.871 -2.226 0.001
C 2.089 -2.986 -1.140
C 1.323 -2.852 1.661
H -4.377 -1.892 -0.139
H -4.173 -0.135 -0.049
H -3.762 -1.146 1.347
H -3.066 -2.870 -1.970
H -1.661 -2.056 -2.700
H -3.181 -1.189 -2.531
H -2.570 -3.601 0.329
H -1.544 -2.737 1.468
H -0.632 -3.590 -1.339
H -0.162 -4.427 0.134
H 2.711 -3.661 -0.551
H 2.727 -2.255 -1.616
H 1.580 -3.561 -1.912
H 1.800 -3.824 1.517
H 0.436 -2.989 2.276
H 1.995 -2.179 2.179
N 1.879 1.780 4.327
C 1.127 0.928 5.035
N 1.162 1.001 6.375
N 0.378 -0.018 4.510
C 0.213 -0.188 3.228
N -0.036 -0.478 2.132
H 2.352 2.545 4.774
H 1.752 1.828 3.321
H 1.687 1.704 6.859
H 0.589 0.365 6.898
C -1.190 3.272 -1.861
C -2.123 2.649 -0.904
C -3.393 3.234 -0.548
C -3.799 2.622 0.580
C -2.774 1.659 0.909
C -2.628 1.084 2.262
N -1.826 1.609 -0.069
H -1.540 4.270 -2.118
H -1.093 2.702 -2.778
H -0.207 3.340 -1.401
H -3.863 4.048 -1.080
H -4.670 2.828 1.184
H -3.601 0.934 2.731
H -2.078 1.818 2.863
H -2.045 0.176 2.279
C -1.508 0.618 -3.397
Si 0.151 0.359 -2.485
C 1.290 1.677 -3.188
C 0.811 -1.184 -3.317
H -1.424 1.437 -4.118
H -2.355 0.840 -2.744
H -1.757 -0.269 -3.982
H 0.974 1.884 -4.217
H 2.321 1.313 -3.231
H 1.301 2.622 -2.652
H 0.694 -1.055 -4.399
H 0.290 -2.102 -3.036
H 1.874 -1.326 -3.121
```

Values from the calculation:
**Net charge**: +1
**HOMO (alpha / beta)**: -0.39181 / -0.39184 Eh
**Spin multiplicity**: 2
**Frontier orbital gap (alpha / beta)**: 7.76 / 6.59 eV
**Energy above the lowest of the compared OMol25 structures with the same formula, charge and spin**: 45.4 kcal per mole
**Strongest force on any atom**: 0.021 hartree/bohr

- What is the strongest force on any atom in the second record?
  0.007 hartree/bohr

Repeat the fourth record exactly.
The following is a quantum chemistry calculation of C22H41BrN6OP2RuSi as an isolated structure in a non-equilibrium geometry, from OMol25.

```
75
C22H41BrN6OP2RuSi, DFT ωB97M-V/def2-TZVPD
Ru -0.130 0.180 -0.086
O 4.693 2.550 -0.822
C 4.062 1.422 -0.420
C 4.728 0.344 0.153
C 3.961 -0.744 0.486
N 2.639 -0.797 0.296
C 1.966 0.248 -0.220
Br 0.525 2.403 1.098
C 2.692 1.378 -0.589
H 5.638 2.479 -0.660
H 5.799 0.351 0.319
H 4.416 -1.631 0.920
H 2.211 2.242 -1.009
C -3.755 -1.091 0.264
P -2.078 -1.366 -0.392
C -2.529 -1.924 -2.063
C -1.709 -2.934 0.405
C -0.467 -3.459 -0.268
P 0.871 -2.226 0.001
C 2.089 -2.986 -1.140
C 1.323 -2.852 1.661
H -4.377 -1.892 -0.139
H -4.173 -0.135 -0.049
H -3.762 -1.146 1.347
H -3.066 -2.870 -1.970
H -1.661 -2.056 -2.700
H -3.181 -1.189 -2.531
H -2.570 -3.601 0.329
H -1.544 -2.737 1.468
H -0.632 -3.590 -1.339
H -0.162 -4.427 0.134
H 2.711 -3.661 -0.551
H 2.727 -2.255 -1.616
H 1.580 -3.561 -1.912
H 1.800 -3.824 1.517
H 0.436 -2.989 2.276
H 1.995 -2.179 2.179
N 1.879 1.780 4.327
C 1.127 0.928 5.035
N 1.162 1.001 6.375
N 0.378 -0.018 4.510
C 0.213 -0.188 3.228
N -0.036 -0.478 2.132
H 2.352 2.545 4.774
H 1.752 1.828 3.321
H 1.687 1.704 6.859
H 0.589 0.365 6.898
C -1.190 3.272 -1.861
C -2.123 2.649 -0.904
C -3.393 3.234 -0.548
C -3.799 2.622 0.580
C -2.774 1.659 0.909
C -2.628 1.084 2.262
N -1.826 1.609 -0.069
H -1.540 4.270 -2.118
H -1.093 2.702 -2.778
H -0.207 3.340 -1.401
H -3.863 4.048 -1.080
H -4.670 2.828 1.184
H -3.601 0.934 2.731
H -2.078 1.818 2.863
H -2.045 0.176 2.279
C -1.508 0.618 -3.397
Si 0.151 0.359 -2.485
C 1.290 1.677 -3.188
C 0.811 -1.184 -3.317
H -1.424 1.437 -4.118
H -2.355 0.840 -2.744
H -1.757 -0.269 -3.982
H 0.974 1.884 -4.217
H 2.321 1.313 -3.231
H 1.301 2.622 -2.652
H 0.694 -1.055 -4.399
H 0.290 -2.102 -3.036
H 1.874 -1.326 -3.121
```

Values from the calculation:
**Net charge**: +1
**HOMO (alpha / beta)**: -0.39181 / -0.39184 Eh
**Spin multiplicity**: 2
**Frontier orbital gap (alpha / beta)**: 7.76 / 6.59 eV
**Energy above the lowest of the compared OMol25 structures with the same formula, charge and spin**: 45.4 kcal per mole
**Strongest force on any atom**: 0.021 hartree/bohr

- Number 2 is which compound?
  C20H7F11N4O6S3Sr

- The highest energy above the lowest of the compared OMol25 structures with the same formula, charge and spin belongs to which entry?
  C4H7NO